Record 1
Formula: C38H83Br15N6O23P2
Source: OMol25
Level of theory: the ωB97M-V functional and the def2-TZVPD basis

XYZ file:
```
167
Properties=species:S:1:pos:R:3:forces:R:3:mulliken_charge:R:1
C -1.222 -1.675 4.696 -0.4 -0.1 -0.3 -0.72
Br -1.075 0.299 4.926 0.1 -1.4 -0.3 -0.02
Br -1.060 -2.364 2.806 0.1 0.7 1.8 0.17
Br -2.891 -2.203 5.578 0.4 0.0 -0.6 -0.06
H -0.458 -2.205 5.265 0.1 0.5 -0.2 0.64
C -0.028 5.589 4.753 -1.2 -0.1 -0.3 -0.59
Br 0.086 3.623 5.064 -0.1 1.7 0.0 0.27
Br -1.914 6.285 5.115 1.4 -0.7 -0.4 -0.09
Br 0.564 6.023 2.945 -0.8 0.1 0.8 -0.04
H 0.573 6.185 5.440 0.1 -0.6 -0.1 0.47
C -5.495 -3.838 2.526 0.6 -0.2 0.4 -0.54
Br -5.253 -1.987 1.826 -0.1 -1.4 0.8 0.19
Br -6.115 -3.927 4.400 0.5 0.3 -0.9 -0.06
Br -3.813 -4.945 2.281 -1.6 1.0 0.1 -0.03
H -6.330 -4.280 1.982 0.6 0.1 -0.2 0.48
C 5.599 1.937 0.053 -0.3 -0.4 0.4 0.08
Br 6.705 0.488 -0.642 -0.3 0.4 0.3 -0.10
Br 4.000 2.232 -1.050 0.9 0.2 0.6 0.09
Br 6.675 3.459 0.451 0.0 0.4 -0.4 -0.03
H 5.241 1.667 1.047 -0.1 -0.4 -0.4 0.01
C 3.662 3.409 4.292 -0.8 0.6 0.0 1.13
Br 3.448 4.758 5.726 0.5 -0.6 -0.5 -0.10
Br 5.199 2.259 4.519 -0.3 0.7 -0.4 -0.07
Br 3.410 4.364 2.578 1.1 -1.0 0.5 -0.09
H 2.779 2.774 4.369 0.3 0.1 0.1 -1.01
O 0.611 -0.645 -0.410 0.6 -0.1 -0.3 -0.23
P -0.178 0.587 -0.288 -2.1 1.9 0.9 -0.16
N -1.905 0.346 -0.508 1.5 1.5 0.4 0.19
C -2.592 0.349 -1.819 1.4 -0.1 -0.1 -0.47
C -2.497 -0.552 0.444 -0.8 0.2 0.1 1.25
N 0.191 1.862 -1.322 0.6 -1.4 -0.5 0.70
C -0.587 3.098 -1.349 0.3 -0.1 0.4 -1.23
C 0.878 1.539 -2.598 -1.1 -0.3 0.1 -0.65
N 0.010 1.292 1.255 -1.4 -0.9 -0.7 0.94
C -0.888 2.350 1.775 -0.1 -1.0 -0.5 -0.79
C 1.181 1.045 2.070 0.0 1.8 0.3 0.02
H -2.242 -0.534 -2.354 -0.7 -0.3 -0.3 0.14
H -2.318 1.177 -2.473 0.3 0.3 0.4 -0.06
H -3.677 0.422 -1.743 0.1 -0.3 0.3 0.39
H -3.552 -0.612 0.177 0.1 -0.7 -0.3 -0.34
H -2.583 -0.159 1.457 0.7 0.3 0.2 -0.54
H -1.987 -1.513 0.499 -0.4 -0.1 -0.1 -0.49
H 0.081 3.958 -1.304 0.2 0.1 -1.0 0.41
H -1.226 3.012 -2.228 -0.1 0.9 0.1 0.53
H -1.164 3.337 -0.455 -0.4 -0.9 -0.3 0.08
H 1.955 1.706 -2.566 -0.2 0.1 -0.2 -0.51
H 0.671 0.528 -2.949 0.4 -0.5 0.6 0.15
H 0.396 2.056 -3.428 0.3 0.9 0.1 0.48
H -0.605 3.326 1.382 -0.1 0.1 0.2 0.24
H -1.903 2.073 1.493 -0.1 0.4 -0.4 0.32
H -0.943 2.408 2.862 0.6 -0.3 -0.1 -0.21
H 0.894 0.716 3.068 0.2 -1.1 -0.3 -0.32
H 1.527 2.044 2.336 0.5 0.5 -0.1 0.00
H 2.041 0.613 1.557 -0.5 -0.7 0.2 0.18
O 3.247 -3.793 -5.148 1.3 1.7 0.1 -0.85
P 4.103 -2.637 -4.690 -1.4 0.7 1.1 0.18
N 5.750 -2.912 -4.493 -1.0 0.4 -0.4 0.33
C 6.565 -3.135 -5.683 -0.1 -1.2 0.8 -1.14
C 6.383 -3.284 -3.202 -0.6 0.6 -1.4 -1.08
N 3.516 -2.029 -3.217 -0.1 -0.9 -0.3 0.54
C 2.333 -2.668 -2.657 0.0 -0.2 0.6 -0.41
C 3.962 -0.782 -2.546 -0.7 -1.3 -0.9 0.31
N 3.952 -1.184 -5.561 2.6 -1.0 -0.3 0.40
C 4.979 -0.152 -5.561 0.3 -0.3 -0.3 -1.15
C 2.835 -0.939 -6.385 -1.3 0.2 -0.4 -1.02
H 6.637 -4.218 -5.783 0.0 -0.2 -0.6 0.39
H 7.593 -2.834 -5.481 0.0 0.7 -0.3 0.38
H 6.112 -2.731 -6.588 0.2 0.2 0.2 0.37
H 7.248 -3.917 -3.400 0.0 0.0 0.0 0.45
H 5.677 -3.853 -2.597 0.1 0.5 0.3 0.22
H 6.700 -2.301 -2.854 0.2 -0.5 1.2 0.31
H 2.056 -3.588 -3.172 0.5 0.0 0.0 0.33
H 2.577 -2.870 -1.614 -0.4 -0.3 0.2 -0.16
H 1.419 -2.074 -2.664 0.1 0.5 -0.1 -0.02
H 3.678 0.145 -3.044 0.3 -0.1 -0.7 -0.20
H 3.377 -0.678 -1.632 0.5 -0.4 0.5 0.03
H 5.041 -0.880 -2.426 -0.2 0.6 0.4 -0.25
H 5.915 -0.528 -5.150 -0.2 0.1 0.5 0.32
H 5.281 0.166 -6.559 -0.3 -0.1 -0.4 0.38
H 4.616 0.737 -5.046 0.2 0.1 0.2 0.36
H 2.789 0.119 -6.643 0.1 0.1 0.0 0.44
H 1.921 -1.147 -5.829 -0.3 -0.2 -0.1 0.07
H 2.821 -1.507 -7.315 0.0 -0.1 -0.1 0.27
C -4.426 0.982 3.607 -0.9 0.1 0.5 -0.44
O -4.182 1.895 4.704 1.2 -1.0 -1.3 -0.04
C -5.073 2.799 4.962 -4.3 1.0 1.4 0.63
O -6.306 2.793 4.728 3.4 -0.1 -0.2 -0.63
O -4.486 3.705 5.747 0.5 0.2 0.3 -0.19
C -5.220 4.784 6.355 -0.6 -0.5 -0.8 -0.74
H -5.280 0.361 3.875 0.1 -0.1 -0.1 0.46
H -3.542 0.359 3.468 -0.1 0.3 0.2 -0.40
H -4.686 1.545 2.712 0.2 0.0 -0.1 0.41
H -4.606 5.159 7.173 0.0 0.0 -0.3 0.21
H -6.200 4.481 6.723 0.1 -0.4 0.1 0.36
H -5.444 5.508 5.571 0.3 0.4 0.2 0.30
C 1.719 3.032 8.916 -0.9 0.8 -0.4 -0.82
O 1.612 2.527 7.564 0.1 1.0 0.8 0.03
C 1.827 1.264 7.308 1.4 -0.8 -0.3 0.67
O 1.936 0.369 8.097 -0.3 -0.3 0.2 -0.60
O 2.046 1.185 5.984 0.2 -1.0 -1.4 0.00
C 2.596 -0.065 5.412 0.1 -0.1 0.9 -0.73
H 1.814 2.296 9.715 -0.1 -0.2 -0.5 0.34
H 0.812 3.628 9.009 -0.2 -0.3 0.5 0.27
H 2.504 3.787 8.970 0.4 -0.4 -0.3 0.23
H 3.638 0.071 5.123 -0.1 0.3 0.4 0.18
H 2.120 -0.424 4.499 -0.7 0.7 0.1 0.02
H 2.525 -0.858 6.156 0.0 0.1 0.1 0.52
C -1.187 -3.259 -1.269 1.3 1.3 1.2 -0.12
O -0.722 -4.491 -1.729 1.0 -2.9 0.5 -0.27
C -0.101 -5.320 -0.810 0.3 2.4 2.4 0.74
O 0.068 -5.015 0.381 -0.6 -0.8 -2.3 -0.60
O 0.371 -6.383 -1.397 -1.0 0.0 -2.4 -0.37
C 1.092 -7.446 -0.810 -0.1 0.3 0.8 -0.66
H -0.503 -2.858 -0.521 0.2 -0.1 0.2 -0.02
H -2.139 -3.304 -0.740 -0.4 -0.1 -0.8 0.59
H -1.011 -2.564 -2.090 -1.0 -0.1 -0.2 -0.08
H 1.013 -8.327 -1.447 -0.2 0.3 -0.2 0.24
H 0.627 -7.672 0.149 0.5 0.0 0.2 0.29
H 2.134 -7.129 -0.769 0.0 -0.2 0.5 0.27
C -4.919 4.407 -3.200 -0.1 -0.9 -0.1 -0.57
O -3.795 4.655 -2.335 -0.4 -0.4 -0.7 -0.16
C -3.521 5.867 -1.930 0.8 2.6 0.2 0.60
O -4.039 6.945 -2.259 1.2 -2.9 1.0 -0.61
O -2.428 5.690 -1.079 -1.8 -0.1 -1.3 -0.16
C -1.856 6.817 -0.465 0.4 0.4 0.3 -0.71
H -5.825 4.848 -2.787 0.1 -0.1 -0.1 0.31
H -4.946 3.318 -3.251 -0.5 0.0 0.6 0.12
H -4.794 4.626 -4.261 0.4 1.0 0.2 0.31
H -1.856 6.626 0.608 -0.2 0.3 0.1 0.19
H -2.361 7.742 -0.740 -0.1 -0.1 0.1 0.41
H -0.808 6.877 -0.759 0.0 0.0 -0.2 0.24
C -1.019 0.214 -5.786 1.2 -1.9 0.0 -0.60
O -0.764 -1.062 -5.064 -0.3 0.3 0.1 0.19
C -0.566 -2.262 -5.655 0.0 -0.8 -3.5 0.52
O -0.516 -2.556 -6.868 -0.2 1.7 2.9 -0.66
O -0.453 -3.173 -4.711 0.4 1.3 1.5 0.03
C -0.106 -4.493 -5.012 0.1 -1.9 -0.1 -0.59
H -0.760 0.996 -5.072 -0.4 -0.2 0.1 0.08
H -2.043 0.249 -6.157 0.2 0.0 0.1 0.26
H -0.269 0.243 -6.576 -0.4 0.2 -0.3 0.36
H 0.882 -4.690 -5.428 -0.1 1.0 -0.9 0.27
H -0.928 -4.943 -5.568 0.3 -0.1 -0.3 0.37
H 0.021 -5.061 -4.091 -0.7 0.5 0.5 0.03
C 6.148 -3.080 4.889 -1.1 0.3 0.9 -0.60
O 5.461 -3.377 3.715 -1.0 -0.4 -1.8 -0.37
C 4.655 -2.510 3.099 1.9 2.9 -0.4 0.76
O 4.626 -1.280 3.322 -0.6 -2.9 -0.1 -0.51
O 4.145 -3.142 2.064 -0.4 -0.8 -0.5 -0.33
C 3.361 -2.407 1.112 -0.5 1.2 0.6 0.50
H 6.399 -4.096 5.192 0.7 0.5 0.6 0.25
H 5.391 -2.653 5.547 0.3 0.0 0.6 0.28
H 6.941 -2.339 4.785 0.2 -0.4 -0.2 0.25
H 2.755 -3.025 0.450 0.2 -0.6 0.7 -0.14
H 3.967 -1.779 0.459 0.4 0.0 0.3 0.10
H 2.716 -1.773 1.721 -0.3 0.2 -0.5 -0.18
C -6.500 -1.288 -1.208 0.1 -1.2 1.5 -0.59
O -7.578 -0.940 -2.055 0.3 1.7 -1.4 -0.35
C -7.390 0.100 -2.914 1.7 1.7 -1.6 0.70
O -6.370 0.803 -3.097 -3.0 -2.7 1.4 -0.53
O -8.454 0.327 -3.747 3.3 0.0 0.5 -0.32
C -9.721 -0.128 -3.560 -3.1 -0.2 0.9 -0.65
H -6.324 -0.613 -0.370 -0.1 0.7 -0.5 0.24
H -5.548 -1.580 -1.650 -0.2 0.4 -0.7 0.37
H -6.871 -2.177 -0.698 0.0 -0.1 -0.1 0.22
H -9.903 -0.888 -2.800 0.6 -0.1 0.0 0.31
H -10.218 -0.466 -4.470 0.7 -0.1 -0.3 0.26
H -10.319 0.733 -3.259 -0.2 0.1 0.2 0.26
```
Positions in Å, forces in eV/Å.

- Net charge: 0
- Frontier orbital gap: 7.0 eV
- Energy: -42849.58222 a.u.
- Max |F|: 4.6 eV/Å

Record 2
Formula: C3H8N2O2
Source: OMol25
Level of theory: the ωB97M-V functional and the def2-TZVPD basis

XYZ file:
```
15
Properties=species:S:1:pos:R:3:forces:R:3:mulliken_charge:R:1
C -0.195 0.992 0.851 -0.8 -3.6 -3.0 -0.46
C -0.657 -1.579 0.167 -0.5 0.3 0.5 -0.97
N -0.529 -0.213 -0.292 -1.3 1.2 0.6 -0.02
C 1.152 0.575 0.366 3.2 3.4 3.5 0.68
N 1.600 1.074 -0.845 -0.1 -0.2 0.2 -0.48
O -1.487 0.113 -1.274 -0.1 0.0 0.3 -0.45
O 1.941 0.232 1.270 -0.4 -1.0 -1.9 -0.64
H -2.354 0.136 -0.835 0.0 0.0 0.0 0.32
H 2.568 0.866 -1.035 -0.1 0.0 -0.1 0.24
H 0.953 1.014 -1.617 0.2 -0.1 0.0 0.24
H -0.468 0.586 1.827 0.2 0.5 -0.1 0.27
H -0.499 2.003 0.580 -0.3 -0.5 -0.2 0.29
H 0.208 -1.827 0.778 0.0 0.1 0.1 0.36
H -1.572 -1.725 0.754 0.0 -0.2 0.0 0.29
H -0.661 -2.248 -0.695 0.0 0.2 0.0 0.32
```
Positions in Å, forces in eV/Å.

- Net charge: 0
- Frontier orbital gap: 9.7 eV
- Energy: -378.97743 a.u.
- Max |F|: 5.8 eV/Å
- Relative energy (zero: lowest compared OMol25 entry of this formula, charge and spin): 429.5 kJ/mol

Record 3
Formula: C3H9NO
Source: OMol25
Level of theory: the ωB97M-V functional and the def2-TZVPD basis

XYZ file:
```
14
Properties=species:S:1:pos:R:3:forces:R:3:mulliken_charge:R:1
C 2.222 -0.514 -0.323 -0.7 1.2 -0.1 -0.41
C 2.201 -0.237 0.972 0.4 -0.7 0.4 -0.38
H 1.323 -0.902 -0.788 0.1 -0.2 0.0 0.19
H 2.928 -0.048 -0.998 0.5 -0.5 0.0 0.24
H 1.357 -0.516 1.582 -0.2 -0.1 0.0 0.12
H 3.041 0.144 1.548 0.0 0.3 -0.4 0.26
N -1.761 1.233 -0.909 0.4 0.5 0.3 -0.65
C -1.920 -0.085 -0.389 0.3 0.6 0.3 -0.29
O -1.003 -0.277 0.689 0.4 -0.3 0.3 -0.53
H -0.768 1.408 -1.048 0.0 0.0 -0.2 0.26
H -2.022 1.863 -0.157 -0.1 0.2 -0.2 0.25
H -1.698 -0.788 -1.194 -0.5 -0.3 0.2 0.32
H -2.914 -0.079 0.052 -0.4 -0.8 -0.5 0.34
H -0.986 -1.202 0.963 -0.1 0.1 -0.1 0.29
```
Positions in Å, forces in eV/Å.

- Net charge: 0
- Frontier orbital gap: 11.0 eV
- Energy: -249.64097 a.u.
- Max |F|: 1.4 eV/Å
- SMILES: C=C.NCO
- Relative energy (zero: lowest compared OMol25 entry of this formula, charge and spin): 190.9 kJ/mol

Record 4
Formula: C5H8O
Source: OMol25
Level of theory: the ωB97M-V functional and the def2-TZVPD basis

XYZ file:
```
14
Properties=species:S:1:pos:R:3:forces:R:3:mulliken_charge:R:1
C -2.405 -0.818 -0.111 0.5 0.2 0.0 -0.03
C -1.276 -0.397 -0.069 -0.5 -0.2 0.1 -0.94
C 0.100 0.083 0.202 0.0 0.1 -0.2 1.47
C 1.148 -0.886 -0.357 0.0 -0.1 0.0 -1.40
C 0.317 1.497 -0.332 0.0 0.1 0.0 -1.46
O 0.248 0.179 1.618 0.0 -0.2 0.2 -0.55
H -3.412 -1.175 -0.121 0.2 0.1 -0.1 0.43
H 0.942 -1.911 -0.030 0.0 0.2 0.0 0.34
H 1.166 -0.875 -1.451 -0.1 0.0 0.2 0.35
H 2.129 -0.586 0.024 -0.2 0.0 -0.1 0.35
H -0.494 2.155 -0.013 0.1 -0.1 0.0 0.36
H 0.368 1.501 -1.424 0.0 0.0 0.2 0.36
H 1.261 1.878 0.072 -0.1 -0.1 -0.1 0.36
H -0.092 -0.645 1.992 0.1 0.2 0.1 0.37
```
Positions in Å, forces in eV/Å.

- Net charge: 0
- Frontier orbital gap: 11.1 eV
- Energy: -270.48466 a.u.
- Max |F|: 0.5 eV/Å
- SMILES: C#CC(C)(C)O
- Relative energy (zero: lowest compared OMol25 entry of this formula, charge and spin): 192.3 kJ/mol

Record 5
Formula: C4H15NO3
Source: OMol25
Level of theory: the ωB97M-V functional and the def2-TZVPD basis

XYZ file:
```
23
Properties=species:S:1:pos:R:3:forces:R:3:mulliken_charge:R:1
C 1.462 0.170 -1.836 1.5 0.2 0.2 -1.20
C 1.099 0.824 -0.547 -1.2 -0.6 0.4 -0.05
C -0.154 0.849 -0.055 1.6 0.6 0.0 0.48
C -0.416 1.596 1.215 -1.2 -0.3 0.4 -1.25
N -1.305 0.340 -0.702 -0.1 -0.1 0.1 -0.56
H 2.496 -0.190 -1.808 -0.2 -0.6 0.5 0.34
H 0.780 -0.632 -2.071 0.0 -0.3 -0.3 0.32
H 1.604 0.830 -2.684 -0.8 0.5 -0.2 0.29
H 1.830 1.075 0.210 0.4 0.6 -0.5 0.28
H -1.278 2.247 1.044 0.2 0.3 0.0 0.30
H 0.388 2.151 1.682 0.4 0.1 -0.6 0.38
H -0.747 0.946 2.009 -0.3 -0.6 0.3 0.29
H -1.100 -0.093 -1.591 0.2 0.0 -0.1 0.22
H -1.729 -0.377 -0.123 -0.3 0.2 0.1 0.17
O 3.609 -3.538 0.569 0.0 0.1 -0.2 -0.63
H 4.313 -3.620 1.216 0.0 -0.1 0.1 0.32
H 2.974 -4.230 0.767 0.1 0.0 0.1 0.32
O -2.058 2.870 -2.139 -0.2 -0.5 0.5 -0.69
H -1.535 2.231 -1.626 0.2 0.3 -0.3 0.36
H -2.927 2.562 -1.849 -0.1 0.4 -0.3 0.31
O -2.141 -2.140 2.930 0.7 -0.3 0.4 -0.64
H -2.896 -1.788 3.402 -0.3 0.1 -0.3 0.32
H -2.270 -2.080 1.986 -0.4 0.1 -0.1 0.32
```
Positions in Å, forces in eV/Å.

- Net charge: 0
- Frontier orbital gap: 8.9 eV
- Energy: -441.83831 a.u.
- Max |F|: 1.7 eV/Å
- SMILES: C/C=C(/C)N.O.O.O
- Relative energy (zero: lowest compared OMol25 entry of this formula, charge and spin): 114.4 kJ/mol

Record 6
Formula: C20H18N4O5S
Source: OMol25
Level of theory: the ωB97M-V functional and the def2-TZVPD basis

XYZ file:
```
48
Properties=species:S:1:pos:R:3:forces:R:3:mulliken_charge:R:1
C 1.728 -0.074 0.466 0.1 0.0 0.1 -0.97
C 1.029 -0.952 -0.499 -0.6 0.0 -0.4 0.28
C -0.281 -0.926 -0.884 0.5 -0.1 0.0 -0.14
N -1.306 -0.041 -0.532 -0.1 -0.6 -0.1 -0.05
C -1.168 1.290 -0.371 -0.3 0.2 -0.3 0.42
O -0.134 1.904 -0.514 0.0 0.1 0.0 -0.65
C -2.462 2.001 0.062 0.2 -0.3 -0.1 -0.94
N -2.195 2.686 1.301 0.2 -0.5 0.6 0.02
C -2.061 4.038 1.410 0.0 0.7 0.0 0.87
O -2.300 4.837 0.537 0.0 -0.1 0.0 -0.66
C -1.609 4.365 2.790 0.2 0.4 0.3 -0.07
C -1.379 5.647 3.269 -0.1 -0.2 -0.1 -0.58
C -0.953 5.800 4.580 0.0 0.0 -0.1 -0.52
C -0.762 4.695 5.398 0.0 -0.2 -0.1 -0.45
C -0.993 3.410 4.921 0.0 -0.2 0.2 -0.65
C -1.413 3.272 3.618 -0.2 0.0 -0.8 0.48
S -1.796 1.799 2.695 -0.3 0.1 0.0 1.05
O -0.653 0.975 2.456 0.2 0.3 0.0 -0.57
O -2.978 1.144 3.162 -0.1 0.2 0.1 -0.65
C -0.534 -2.038 -1.772 0.1 0.2 0.3 0.47
O -1.567 -2.386 -2.316 -0.2 0.0 -0.2 -0.74
N 0.700 -2.674 -1.884 -0.2 0.0 0.5 0.27
C 1.048 -3.556 -2.916 0.2 -0.2 -0.4 0.16
C 0.182 -4.597 -3.235 0.0 0.1 0.1 -0.38
C 0.504 -5.463 -4.263 0.0 0.0 0.0 -0.66
C 1.689 -5.310 -4.965 0.0 0.0 -0.1 -0.44
C 2.546 -4.269 -4.651 0.0 -0.1 0.0 -0.67
C 2.228 -3.385 -3.636 -0.1 0.1 0.1 0.11
N 1.666 -1.964 -1.173 0.0 0.4 -0.4 0.03
C 2.787 -2.692 -0.623 0.1 -0.2 0.3 -1.29
H 1.916 0.896 0.007 0.0 0.0 0.0 0.28
H 2.666 -0.507 0.801 0.1 -0.1 0.1 0.45
H 1.077 0.110 1.320 0.1 0.0 0.0 0.16
H -2.227 -0.455 -0.584 0.0 0.2 0.1 0.31
H -2.730 2.761 -0.679 0.0 -0.1 0.2 0.41
H -3.289 1.304 0.216 0.0 0.1 -0.1 0.31
H -1.533 6.492 2.617 0.0 0.1 -0.1 0.51
H -0.768 6.789 4.969 0.0 0.1 0.0 0.40
H -0.430 4.833 6.416 0.0 0.0 0.1 0.40
H -0.849 2.542 5.545 0.0 -0.1 0.1 0.46
H -0.741 -4.701 -2.690 -0.1 0.0 0.1 0.41
H -0.173 -6.265 -4.514 -0.1 -0.1 0.0 0.37
H 1.939 -5.994 -5.762 0.0 -0.1 -0.1 0.39
H 3.462 -4.134 -5.205 0.1 0.0 0.0 0.37
H 2.880 -2.553 -3.415 0.0 0.1 0.0 0.44
H 2.920 -3.612 -1.188 0.0 0.1 0.0 0.49
H 2.624 -2.947 0.428 0.0 0.0 0.0 0.36
H 3.693 -2.093 -0.712 0.0 -0.1 0.0 0.39
```
Positions in Å, forces in eV/Å.

- Net charge: 0
- Frontier orbital gap: 7.7 eV
- Energy: -1766.36197 a.u.
- Max |F|: 0.8 eV/Å
- SMILES: Cc1c(NC(=O)CN2C(=O)c3ccccc3S2(=O)=O)c(=O)n(-c2ccccc2)n1C
- Relative energy (zero: lowest compared OMol25 entry of this formula, charge and spin): 80.6 kJ/mol